Entry 1:
This record from OMol25 describes C27H54InP2Si as an isolated structure. The level of theory is ωB97M-V/def2-TZVPD.

Geometry (Å):
In  0.14629  0.05714  -1.24243
C  -2.44787  1.79133  0.43322
C  -2.89616  0.89260  -0.58544
C  -2.65007  -0.30792  1.37369
C  -2.34494  1.05785  1.65374
C  -3.01741  -0.40433  -0.00039
C  -2.15299  3.22144  0.23949
H  -1.71872  3.41329  -0.75658
H  -1.45086  3.59573  0.99923
H  -3.08835  3.79826  0.32596
C  -2.03447  1.59627  2.98863
H  -1.78841  2.66593  2.95128
H  -1.18328  1.06947  3.44932
H  -2.90531  1.45641  3.65259
C  -2.61680  -1.42927  2.32330
H  -3.64312  -1.69096  2.63180
H  -2.03769  -1.19010  3.22594
H  -2.15984  -2.32148  1.85960
C  -3.46793  -1.61633  -0.71360
H  -4.57326  -1.66410  -0.70522
H  -3.08434  -2.53115  -0.23113
H  -3.13649  -1.62203  -1.76594
C  -3.20208  1.26267  -1.99059
H  -4.17870  1.78689  -2.04603
H  -3.23503  0.38036  -2.64900
H  -2.45102  1.94217  -2.42180
C  1.44906  0.63467  -3.11309
C  0.33663  1.47713  -3.25128
C  -0.31815  1.71949  -4.57689
C  -1.21236  0.57897  -5.13346
C  -1.24291  -0.63969  -4.25312
C  -0.20194  -1.45472  -4.10944
C  1.08880  -1.24708  -4.87068
C  1.99558  -0.13715  -4.29641
H  0.42180  1.98634  -5.34360
H  -0.87658  0.34081  -6.15657
H  -0.96854  2.59797  -4.46458
H  2.28181  0.53927  -5.11923
H  2.22301  0.75395  -2.34179
H  0.04382  2.20758  -2.49062
H  2.92601  -0.61311  -3.95308
H  1.65353  -2.19313  -4.86975
H  -0.30664  -2.47735  -3.72498
H  0.89867  -1.02591  -5.93454
H  -2.23781  0.95850  -5.25732
H  -2.25963  -0.95526  -4.00212
P  1.64661  2.04834  0.76561
C  1.23933  2.89880  2.34541
H  2.10001  3.50711  2.67019
H  1.00765  2.15452  3.12572
H  0.34396  3.52970  2.21962
C  3.37285  1.51248  1.08227
H  3.95940  2.35435  1.47503
H  3.80194  1.15778  0.13267
H  3.38187  0.67810  1.80140
C  1.85711  3.50202  -0.34912
H  2.24634  3.16055  -1.32344
H  2.53256  4.23358  0.12307
H  0.86182  3.94997  -0.51502
P  0.86622  -2.47606  -0.03992
C  -0.35216  -3.63160  -0.78408
H  0.14963  -4.50864  -1.21965
H  -0.88483  -3.08144  -1.57318
H  -1.08890  -3.94645  -0.02424
C  2.41190  -2.74210  -0.99642
H  2.18551  -2.75632  -2.07302
H  2.93240  -3.65628  -0.67736
H  3.07222  -1.88310  -0.81715
C  1.23545  -3.30184  1.57569
H  1.41824  -4.38815  1.44290
H  0.38037  -3.16404  2.26206
H  2.11650  -2.84045  2.05975
C  3.01208  -1.32947  3.93827
Si  1.26476  -0.65520  4.17627
C  0.03395  -1.93061  4.82854
C  1.26632  0.85051  5.31982
H  3.04686  -2.42344  4.05396
H  3.68303  -0.86867  4.68236
H  3.39171  -1.08017  2.93519
H  0.47171  -2.44093  5.70244
H  -0.89679  -1.44137  5.15520
H  -0.23620  -2.69372  4.08530
H  1.46488  0.50301  6.34733
H  2.03998  1.58055  5.03902
H  0.28850  1.35721  5.31049

Cartesian forces (eV/Å) of the 2 atoms listed first:
In -2.451 -1.002 3.021
C -0.207 -1.579 -0.450

Properties
Relative energy (zero: lowest compared OMol25 entry of this formula, charge and spin): 0.000 eV
Charge: +1
Highest occupied orbital energy (alpha / beta): -7.87 / -7.89 eV

Charge distribution, Löwdin scheme, values in e: In 0.768; C -0.268; C -0.271; C -0.234; C -0.213; C -0.257; C -0.060; H 0.065; H 0.049; H 0.094; C -0.039; H 0.071; H 0.038; H 0.106; C -0.047; H 0.097; H 0.042; H 0.065; C -0.050; H 0.099; H 0.063; H 0.060; C -0.054; H 0.103; H 0.053; H 0.059; C -0.274; C -0.218; C -0.153; C -0.153; C -0.131; C -0.141; C -0.162; C -0.162; H 0.124; H 0.121; H 0.117; H 0.127; H 0.083; H 0.079; H 0.111; H 0.114; H 0.105; H 0.120; H 0.117; H 0.106; P 0.760; C -0.276; H 0.056; H -0.018; H 0.033; C -0.280; H 0.051; H 0.038; H 0.008; C -0.277; H 0.032; H 0.055; H 0.038; P 0.702; C -0.273; H 0.057; H 0.005; H 0.048; C -0.285; H 0.034; H 0.054; H 0.030; C -0.284; H 0.060; H 0.008; H 0.009; C -0.227; Si 0.751; C -0.221; C -0.233; H 0.037; H 0.046; H 0.000; H 0.048; H 0.034; H 0.005; H 0.047; H 0.028; H 0.028



Entry 2:
This record from OMol25 describes a 2-piece molecular cluster, C6H9N3O overall. The level of theory is ωB97M-V/def2-TZVPD.

Geometry (Å):
C  -3.51839  0.17936  -0.43057
C  -2.46667  0.04498  -1.24234
C  -1.86326  0.66260  0.83562
C  0.99708  2.11622  0.16357
C  2.18360  -0.63265  -0.69678
C  0.70112  -0.84464  -0.26970
N  -3.15510  0.65491  0.80140
N  -1.37728  0.38494  -0.44021
N  -0.07454  0.27167  -0.76055
O  1.11179  2.47470  1.30382
H  -4.59928  -0.01379  -0.64023
H  -2.34191  -0.06807  -2.31603
H  -1.43131  1.16107  1.57516
H  1.21813  2.76841  -0.64938
H  3.03406  -1.17744  -0.29434
H  2.17360  -0.87002  -1.75718
H  2.35244  0.48601  -0.49463
H  0.27496  -1.80275  -0.47518
H  0.76087  -0.80136  0.83877

Cartesian forces (eV/Å) of the 2 atoms listed first:
C -2.847 0.118 0.349
C 1.624 0.531 -0.659

Properties
Relative energy (zero: lowest compared OMol25 entry of this formula, charge and spin): 5.760 eV
Charge: 0
Highest occupied orbital energy (alpha / beta): -8.84 / -8.77 eV

Charge distribution, Löwdin scheme, values in e: C -0.182; C -0.060; C -0.148; C -0.012; C -0.083; C -0.284; N 0.051; N -0.144; N 0.002; O 0.069; H 0.113; H 0.117; H 0.074; H 0.084; H 0.068; H 0.063; H 0.058; H 0.106; H 0.109